[1]
Computed, not measured: a structure of composition C46H64BBrNO3P2Ti in a non-equilibrium geometry, with ωB97M-V/def2-TZVPD.

Geometry (Å):
Ti1 -0.598742 0.240622 -0.649279
C1 0.454937 5.483403 -0.947366
C2 0.610710 3.974723 -1.104202
C3 2.046324 3.539250 -0.808024
P1 -0.549075 2.907819 -0.132899
C4 -2.075610 3.906991 0.111595
C5 -2.876570 3.855245 -1.192231
C6 -2.894514 3.385398 1.284048
C7 0.169896 2.749837 1.529025
C8 0.223572 3.809119 2.429509
C9 0.680608 3.666634 3.730786
C10 0.715810 4.822365 4.693305
C11 1.078409 2.387541 4.117218
C12 1.050503 1.317152 3.244128
C13 0.624559 1.468629 1.913008
N1 0.646592 0.425530 0.989835
C14 1.251388 -0.801334 1.389074
C15 0.509255 -1.697378 2.162654
C16 0.982478 -2.966569 2.442200
C17 2.221223 -3.380621 1.960206
C18 2.722321 -4.780869 2.185528
C19 2.967262 -2.469491 1.224296
C20 2.524930 -1.176582 0.929492
P2 3.544893 -0.002334 -0.075380
C21 4.476813 -1.143790 -1.199868
C22 3.508701 -1.807149 -2.173962
C23 5.521921 -0.323011 -1.958407
C24 4.907026 0.464527 1.111360
C25 5.762444 -0.660656 1.679892
C26 4.339582 1.320155 2.236789
H1 1.160926 5.989004 -1.611868
H2 -0.544592 5.836266 -1.203047
H3 0.681512 5.806383 0.071924
H4 0.396072 3.696439 -2.141450
H5 2.348684 3.865902 0.189769
H6 2.167122 2.456446 -0.865616
H7 2.724146 3.989921 -1.537700
H8 -1.779081 4.941736 0.311095
H9 -3.182867 2.829576 -1.414578
H10 -3.776420 4.470332 -1.109324
H11 -2.300206 4.214671 -2.048114
H12 -2.987801 2.303525 1.225257
H13 -2.435048 3.631627 2.241007
H14 -3.897189 3.820288 1.255745
H15 -0.128032 4.785273 2.104756
H16 0.508818 5.763073 4.181409
H17 -0.026102 4.709540 5.487892
H18 1.692599 4.913646 5.173089
H19 1.425117 2.222019 5.132927
H20 1.374530 0.345054 3.590075
H21 -0.482621 -1.393963 2.478303
H22 0.366017 -3.654834 3.010541
H23 2.153147 -5.280433 2.970176
H24 2.619501 -5.378483 1.277038
H25 3.775767 -4.787705 2.472190
H26 3.930529 -2.795079 0.845596
H27 5.001722 -1.919250 -0.630824
H28 2.960690 -1.058560 -2.749514
H29 4.058679 -2.444313 -2.873386
H30 2.763080 -2.412980 -1.661049
H31 5.052141 0.532863 -2.449877
H32 6.312009 0.053911 -1.306136
H33 5.992766 -0.933954 -2.732895
H34 5.543596 1.108697 0.492684
H35 5.153626 -1.352425 2.266223
H36 6.274110 -1.234047 0.903913
H37 6.528223 -0.253008 2.347499
H38 3.761183 0.705016 2.925768
H39 5.146628 1.788374 2.807976
H40 3.676850 2.104781 1.869095
C27 -6.029978 0.542254 -4.662640
C28 -5.000822 -0.589904 -4.535049
C29 -4.055505 -0.508893 -5.734037
C30 -5.730714 -1.938908 -4.598014
C31 -4.253671 -0.456196 -3.205853
C32 -2.876011 -0.295632 -3.121092
C33 -2.271261 -0.132702 -1.878747
Br1 0.648632 0.806695 -2.822562
C34 -3.059283 -0.120971 -0.742153
O1 -2.276467 0.124889 0.365366
C35 -4.435073 -0.404466 -0.739158
C36 -4.987784 -0.530019 -2.010478
C37 -5.217366 -0.730267 0.530415
C38 -5.152844 0.411125 1.547346
C39 -6.688106 -1.022353 0.235269
C40 -4.590918 -1.982716 1.162917
H41 -6.571110 0.463292 -5.610077
H42 -5.535746 1.514952 -4.625767
H43 -6.758421 0.508543 -3.851063
H44 -4.632453 -0.584379 -6.659540
H45 -3.324918 -1.319276 -5.724462
H46 -3.508751 0.435022 -5.751841
H47 -6.269662 -2.037198 -5.545028
H48 -6.453622 -2.042308 -3.787855
H49 -5.019872 -2.763372 -4.518367
H50 -2.254756 -0.294939 -4.009256
H51 -6.049133 -0.730802 -2.086860
H52 -5.515907 1.347395 1.116918
H53 -4.132271 0.557440 1.888260
H54 -5.772246 0.169885 2.416565
H55 -7.191215 -0.159168 -0.207112
H56 -7.200541 -1.265776 1.169041
H57 -6.805952 -1.871732 -0.440403
H58 -3.535326 -1.818767 1.377342
H59 -4.664041 -2.833218 0.480972
H60 -5.110867 -2.235225 2.092520
O2 0.416310 -2.850191 -1.261048
B1 -0.564489 -1.956313 -0.775022
O3 -1.574663 -2.738794 -0.140030
C41 -1.171237 -4.031902 -0.210302
C42 -1.776748 -5.155062 0.307118
C43 -1.122637 -6.374091 0.109203
C44 0.080984 -6.445532 -0.581842
C45 0.685755 -5.297613 -1.102510
C46 0.033789 -4.105013 -0.893283
H61 -2.713276 -5.085355 0.843934
H62 -1.562184 -7.282098 0.502277
H63 0.561697 -7.406141 -0.716688
H64 1.625404 -5.335494 -1.637622

Cartesian forces, eV/Å:
-0.9 0.8 -0.8
0.0 0.0 0.0
0.0 0.0 -0.1
0.0 0.0 0.0
0.2 -0.1 0.3
0.0 0.2 -0.1
0.0 0.0 0.0
-0.1 0.0 0.0
0.0 0.1 0.0
0.0 0.0 0.0
0.0 -0.1 0.0
0.0 0.0 0.0
0.0 0.0 0.0
0.1 0.1 0.1
0.0 -0.3 -0.3
0.1 0.2 0.3
0.0 0.2 -0.1
0.0 -0.1 0.0
0.0 0.1 0.0
0.0 0.1 0.0
0.0 0.0 0.0
0.0 0.0 0.0
0.1 -0.1 0.1
-0.2 0.0 0.0
0.1 -0.1 0.0
0.0 0.0 0.0
0.0 0.0 0.0
0.1 0.0 0.0
0.1 0.0 0.1
0.0 0.0 0.1
0.0 0.0 0.0
0.0 0.0 0.0
0.0 0.0 0.0
0.0 0.0 0.0
0.0 0.0 0.0
0.0 0.0 0.0
0.0 0.0 0.0
-0.1 0.0 0.0
0.0 0.0 0.0
0.0 0.0 0.0
0.0 0.0 0.0
-0.1 -0.1 0.0
0.0 0.0 0.0
0.0 0.0 0.0
0.0 0.0 0.0
0.0 0.0 0.0
0.0 0.0 0.0
0.0 0.0 0.0
0.0 0.0 0.0
0.0 0.0 0.0
0.0 0.0 0.0
0.0 0.0 0.0
0.0 0.0 0.0
0.0 0.0 0.0
0.0 0.0 0.0
0.0 0.0 0.0
-0.1 0.0 -0.1
0.0 0.0 0.0
0.0 0.0 0.0
0.0 0.0 0.0
0.0 0.0 0.0
0.0 0.0 0.0
0.0 0.0 0.0
0.0 0.0 0.0
0.0 0.0 0.0
0.0 0.0 0.0
0.0 0.0 0.0
-0.1 0.0 0.0
0.0 0.0 0.0
0.0 0.0 0.0
0.0 0.0 0.0
0.0 0.0 0.0
0.0 0.0 0.0
0.0 0.0 0.0
-0.1 0.0 0.0
0.1 0.0 0.0
-0.1 0.0 -0.1
0.1 -0.1 0.3
0.3 0.0 0.6
0.2 -0.2 -0.2
0.0 0.0 -0.1
0.0 -0.1 0.0
0.0 0.0 0.0
0.0 0.1 0.0
-0.1 0.0 0.0
0.0 0.0 0.0
0.0 0.0 0.0
0.0 0.0 0.0
0.0 0.0 0.0
0.0 0.0 0.0
0.0 0.0 0.0
0.0 0.0 0.0
0.0 0.0 0.0
0.0 0.0 0.0
0.0 0.0 0.0
0.0 0.0 0.0
0.0 0.0 0.0
0.0 0.0 0.0
0.1 0.1 0.0
0.0 0.0 0.0
0.0 0.0 0.0
0.0 0.0 0.0
0.0 0.0 0.0
0.0 0.0 0.0
0.0 0.0 0.0
0.0 0.0 0.0
0.0 0.1 -0.1
0.0 -0.7 0.3
0.2 0.1 -0.1
-0.1 -0.1 0.1
0.0 0.0 0.0
0.0 0.0 0.0
0.0 0.0 0.0
0.0 -0.1 0.0
0.1 0.0 -0.1
0.0 0.0 0.0
0.0 0.0 0.0
0.0 0.0 0.0
0.0 0.0 0.0

Values from the calculation:
frontier orbital gap = 7.29 eV
total charge = -1
HOMO level = -4.75 eV
total energy = -6203.03201 hartree



[2]
Computed, not measured: a structure of composition C46H64BKN9OS3Si, with ωB97M-V/def2-TZVPD.

Geometry (Å):
K1 0.040246 -0.631577 -1.411884
C1 2.565680 7.015058 -1.651039
C2 1.259467 6.601947 -2.330723
C3 0.426582 7.859810 -2.574507
C4 1.510924 5.921245 -3.676881
N1 0.505640 5.679424 -1.447061
C5 -0.769066 5.925118 -0.948859
C6 -1.135349 4.844408 -0.235502
N2 -0.105323 3.935794 -0.274858
B1 -0.140774 2.497181 0.318672
N3 0.793246 2.456357 1.556580
C7 1.402025 3.541998 2.143503
C8 2.152361 3.102358 3.169427
N4 2.016910 1.719976 3.217706
C9 1.168008 1.334329 2.212727
S1 0.602982 -0.232010 1.877737
C10 2.539482 0.835602 4.292017
C11 3.323210 1.671631 5.303560
C12 1.373082 0.166148 5.016763
C13 3.497458 -0.189081 3.678734
N5 -1.577861 2.194291 0.791002
C14 -1.990611 2.115856 2.102049
C15 -3.282687 1.748647 2.112951
N6 -3.687228 1.597215 0.792530
C16 -2.621981 1.884286 -0.027797
S2 -2.545556 1.899205 -1.723378
C17 -5.070810 1.231188 0.383796
C18 -5.906768 0.978052 1.637187
C19 -5.690978 2.392606 -0.391463
C20 -5.047972 -0.050186 -0.441077
C21 0.903086 4.439308 -1.020620
S3 2.388719 3.644141 -1.265790
H1 3.106254 7.703830 -2.303445
H2 2.352169 7.526949 -0.710298
H3 3.191266 6.149754 -1.445216
H4 1.004555 8.523110 -3.218027
H5 -0.512775 7.635859 -3.081068
H6 0.216366 8.393426 -1.646318
H7 2.062645 6.598715 -4.331870
H8 2.086114 5.008937 -3.540430
H9 0.562321 5.668630 -4.153570
H10 -1.314364 6.823978 -1.157270
H11 -2.059013 4.632680 0.273134
H12 0.215783 1.732965 -0.521544
H13 1.283075 4.537948 1.757360
H14 2.795484 3.652155 3.826026
H15 2.681905 2.378040 5.833109
H16 3.747580 0.993058 6.042500
H17 4.146823 2.211532 4.833777
H18 0.728840 0.929840 5.458586
H19 0.790434 -0.440429 4.327470
H20 1.754964 -0.471957 5.816496
H21 4.272082 0.333691 3.116129
H22 3.975754 -0.761992 4.475547
H23 2.969866 -0.868615 3.014005
H24 -1.318909 2.289698 2.923324
H25 -3.930295 1.558152 2.945699
H26 -5.989625 1.868547 2.263792
H27 -6.910373 0.698465 1.317355
H28 -5.504958 0.153965 2.228712
H29 -5.718409 3.289761 0.232093
H30 -5.120345 2.603775 -1.292425
H31 -6.714252 2.133158 -0.669985
H32 -4.618346 -0.867529 0.140481
H33 -6.070164 -0.320572 -0.714122
H34 -4.462593 0.074931 -1.347546
C22 -2.318172 -2.330597 -2.074370
Si1 -1.946270 -3.864902 -1.288902
C23 -0.162036 -4.461457 -1.703776
N7 0.927141 -3.535785 -1.346007
C24 2.119007 -3.726727 -2.164329
C25 2.800290 -5.089063 -1.959638
C26 2.778198 -5.483601 -0.471815
C27 2.604334 -4.242725 0.397408
C28 1.261155 -3.569025 0.092137
C29 -2.127193 -3.683443 0.597778
C30 -2.225613 -2.419113 1.183040
C31 -2.295060 -2.255529 2.561414
C32 -2.265467 -3.366678 3.392215
C33 -2.176653 -4.636547 2.835131
C34 -2.115376 -4.786777 1.456271
C35 -2.963659 -5.465912 -1.629933
C36 -4.302245 -5.496478 -1.222656
C37 -5.122470 -6.586479 -1.467642
C38 -4.624039 -7.692563 -2.146989
C39 -3.304478 -7.688317 -2.570870
C40 -2.491172 -6.589392 -2.310462
H35 -3.133940 -1.740137 -1.677941
H36 -2.260659 -2.258791 -3.162432
H37 -0.166271 -4.551173 -2.798780
H38 0.025054 -5.478056 -1.317460
H39 2.822282 -2.922564 -1.928932
H40 1.842391 -3.594802 -3.213312
H41 3.829462 -5.026506 -2.325950
H42 2.300569 -5.854223 -2.557390
H43 3.686956 -6.026632 -0.202711
H44 1.940718 -6.160001 -0.278923
H45 3.435187 -3.552986 0.212549
H46 2.639368 -4.493174 1.460272
H47 1.253826 -2.558178 0.514066
H48 0.471104 -4.115149 0.610248
H49 -2.240660 -1.543130 0.541451
H50 -2.344387 -1.256251 2.978092
H51 -2.308341 -3.245452 4.468616
H52 -2.158032 -5.510181 3.477383
H53 -2.057718 -5.786047 1.034914
H54 -4.709992 -4.636121 -0.699240
H55 -6.153575 -6.576236 -1.132489
H56 -5.260550 -8.547159 -2.344416
H57 -2.904018 -8.543130 -3.104673
H58 -1.461790 -6.619404 -2.653233
N8 4.469414 2.945854 -3.780178
C41 5.368758 2.155561 -3.131414
O1 6.569888 2.195653 -3.338796
C42 4.777211 1.209622 -2.132829
C43 5.505202 0.871542 -1.002357
C44 4.927956 0.031757 -0.067870
C45 3.652211 -0.461414 -0.310700
N9 2.964840 -0.186901 -1.417886
C46 3.518509 0.644972 -2.296265
H59 4.876441 3.672145 -4.347894
H60 3.596096 3.169966 -3.308223
H61 6.498952 1.280265 -0.871988
H62 5.449845 -0.239292 0.839223
H63 3.155728 -1.096577 0.414220
H64 2.935740 0.868699 -3.182741

Cartesian forces, eV/Å:
-0.2 -0.1 0.0
0.0 0.0 0.0
0.0 0.0 0.0
0.0 0.0 0.0
0.0 0.0 0.0
0.0 -0.1 0.0
0.0 0.0 0.0
0.0 0.1 0.0
0.0 0.0 0.0
0.0 0.0 -0.1
0.1 0.0 0.0
0.1 0.0 0.0
0.0 0.0 0.0
-0.2 -0.1 0.1
0.0 -0.1 0.0
0.0 0.0 -0.3
0.2 0.0 0.0
0.0 0.0 0.0
0.0 0.0 0.1
0.0 0.0 0.0
-0.1 0.0 -0.1
0.0 -0.1 0.1
0.0 0.0 0.0
0.1 0.0 -0.1
0.0 -0.1 0.0
0.0 0.0 0.2
0.0 0.0 0.0
0.0 0.0 0.0
0.0 0.0 0.0
0.0 0.0 0.0
0.0 0.0 0.0
0.0 0.0 0.0
0.0 0.0 0.0
0.0 0.0 0.0
0.0 0.0 0.0
0.0 0.0 0.0
0.0 0.0 0.0
0.0 0.0 0.0
0.0 0.0 0.0
0.0 0.0 0.0
0.0 0.0 0.0
0.0 0.0 0.0
0.0 0.0 0.0
0.1 0.0 0.0
0.0 0.0 0.0
0.0 0.0 0.1
0.0 0.0 -0.1
0.0 0.0 0.0
0.0 0.0 0.0
0.0 0.0 0.0
0.0 0.0 0.1
0.0 0.0 0.0
0.0 0.0 0.0
0.0 0.0 0.0
0.0 0.0 0.0
0.0 0.0 0.0
0.0 0.0 0.0
0.0 0.0 0.0
0.0 0.0 0.0
0.0 0.0 0.0
0.0 0.0 0.0
0.0 0.0 0.0
0.0 0.0 0.0
0.0 0.0 0.0
0.0 0.0 0.0
0.0 0.0 0.0
0.2 0.0 -0.1
0.1 0.0 0.0
-0.1 0.0 0.0
0.0 0.0 0.0
0.0 0.0 0.0
0.0 0.0 0.0
0.0 0.0 0.0
0.0 0.0 0.0
0.0 0.0 0.0
0.0 0.0 0.0
0.0 0.0 0.0
0.0 0.0 0.0
0.0 0.0 0.0
0.0 0.0 0.0
0.0 0.0 0.0
0.0 0.0 0.0
0.0 0.0 0.0
0.0 0.0 0.0
0.0 0.0 0.0
0.0 0.0 0.0
0.0 0.0 0.0
-0.2 0.1 0.1
0.0 0.0 0.0
0.0 0.0 0.0
0.0 0.0 0.0
0.0 0.0 0.0
0.0 0.0 0.0
0.0 0.0 0.0
0.0 0.0 0.0
0.0 0.0 0.0
0.0 0.0 0.0
0.0 0.0 0.0
0.0 0.0 0.0
0.0 0.0 0.0
0.0 0.0 0.0
0.0 0.0 0.0
0.0 0.0 0.0
0.0 0.0 0.0
0.0 0.0 0.0
0.0 0.0 0.0
0.0 0.0 0.0
0.0 0.0 0.0
0.0 0.0 0.0
0.0 0.0 0.0
0.0 0.0 0.0
0.0 0.0 0.0
0.0 0.1 0.0
0.0 0.0 0.0
0.0 0.0 0.0
0.0 0.0 0.0
0.0 0.0 0.0
0.1 0.0 0.0
-0.1 0.0 0.0
0.0 0.0 0.0
0.0 0.0 0.0
0.1 0.0 0.0
0.0 0.0 0.0
0.0 0.0 0.0
0.0 0.0 0.0
0.0 0.0 0.0

Values from the calculation:
frontier orbital gap = 5.44 eV
total charge = -1
HOMO level = -3.29 eV
total energy = -4468.45472 hartree



Q: Which of these has the lowest total energy?
A: C46H64BBrNO3P2Ti



Q: Among the records above, which one has the lowest HOMO level?
A: C46H64BBrNO3P2Ti



Q: Look up the HOMO level of the first one.
A: -4.75 eV